No. 1
{"formula": "C30H95N25O15", "method": "wB97M-V/def2-TZVPD", "homo_lumo_gap_ha": 0.27416, "largest_force_ha_per_bohr": 0.1540, "lumo_ha": 0.008, "species": ["C", "C", "C", "O", "C", "N", "H", "H", "H", "H", "H", "H", "H", "H", "H", "H", "H", "C", "C", "C", "O", "C", "N", "H", "H", "H", "H", "H", "H", "H", "H", "H", "H", "H", "C", "C", "C", "O", "C", "N", "H", "H", "H", "H", "H", "H", "H", "H", "H", "H", "H", "C", "C", "C", "O", "C", "N", "H", "H", "H", "H", "H", "H", "H", "H", "H", "H", "H", "C", "C", "C", "O", "C", "N", "H", "H", "H", "H", "H", "H", "H", "H", "H", "H", "H", "C", "O", "N", "N", "H", "H", "H", "H", "C", "O", "N", "N", "H", "H", "H", "H", "C", "O", "N", "N", "H", "H", "H", "H", "C", "O", "N", "N", "H", "H", "H", "H", "C", "O", "N", "N", "H", "H", "H", "H", "C", "O", "N", "N", "H", "H", "H", "H", "C", "O", "N", "N", "H", "H", "H", "H", "C", "O", "N", "N", "H", "H", "H", "H", "C", "O", "N", "N", "H", "H", "H", "H", "C", "O", "N", "N", "H", "H", "H", "H"], "positions_angstrom": [[-3.221, -5.734, -3.102], [-1.947, -5.153, -3.643], [-1.963, -4.831, -5.142], [-2.251, -6.003, -5.890], [-1.562, -5.980, -7.161], [-1.634, -3.852, -2.986], [-3.454, -5.310, -2.126], [-3.065, -6.809, -3.005], [-4.038, -5.613, -3.814], [-1.085, -5.781, -3.415], [-1.030, -4.321, -5.386], [-2.770, -4.112, -5.281], [-1.610, -7.051, -7.357], [-0.533, -5.644, -7.034], [-2.050, -5.568, -8.044], [-2.346, -3.148, -3.111], [-0.959, -3.379, -3.569], [-2.671, -0.580, -0.164], [-1.311, -0.039, -0.651], [-0.123, -0.420, 0.267], [1.107, -0.008, -0.261], [2.216, -0.293, 0.567], [-1.240, -0.706, -1.911], [-3.473, -0.158, -0.769], [-2.693, -0.223, 0.866], [-2.819, -1.659, -0.128], [-1.436, 1.024, -0.860], [-0.158, -1.450, 0.620], [-0.374, 0.076, 1.204], [2.435, -1.361, 0.578], [2.010, 0.013, 1.593], [3.014, 0.333, 0.170], [-0.836, -1.604, -1.681], [-2.159, -0.852, -2.304], [4.725, 2.533, 1.793], [5.697, 3.609, 1.519], [6.994, 3.647, 2.287], [8.015, 4.562, 1.868], [8.920, 4.732, 2.967], [6.083, 3.486, 0.145], [4.595, 2.344, 2.858], [5.009, 1.587, 1.332], [3.756, 2.793, 1.367], [5.351, 4.641, 1.574], [7.384, 2.634, 2.382], [6.686, 3.784, 3.324], [9.768, 5.178, 2.446], [9.384, 3.901, 3.498], [8.709, 5.483, 3.728], [6.947, 4.010, 0.135], [6.520, 2.582, 0.033], [6.169, -1.216, 3.560], [5.192, -1.274, 4.694], [4.116, -0.123, 4.609], [3.337, -0.244, 5.834], [3.634, 0.643, 6.914], [4.658, -2.612, 4.865], [7.036, -1.849, 3.750], [6.543, -0.202, 3.414], [5.780, -1.506, 2.585], [5.899, -1.181, 5.519], [3.372, -0.138, 3.813], [4.741, 0.762, 4.489], [3.258, 0.238, 7.853], [3.213, 1.644, 6.823], [4.689, 0.916, 6.874], [4.148, -2.511, 5.731], [5.490, -3.138, 5.090], [-2.926, 4.661, 1.324], [-3.967, 3.603, 0.931], [-5.018, 4.140, -0.087], [-5.766, 5.231, 0.343], [-6.535, 5.788, -0.671], [-3.166, 2.567, 0.424], [-2.141, 4.303, 1.990], [-3.294, 5.573, 1.792], [-2.507, 5.071, 0.405], [-4.526, 3.201, 1.776], [-5.574, 3.315, -0.531], [-4.399, 4.521, -0.899], [-7.119, 5.112, -1.295], [-5.894, 6.334, -1.364], [-7.176, 6.587, -0.297], [-2.652, 2.095, 1.154], [-3.677, 1.834, -0.048], [-3.503, 1.916, -3.255], [-4.580, 1.547, -2.868], [-2.619, 2.565, -2.567], [-3.022, 1.759, -4.465], [-2.707, 2.645, -1.564], [-1.717, 2.802, -2.955], [-3.562, 1.223, -5.130], [-2.033, 1.888, -4.624], [4.854, -1.164, -1.619], [3.905, -0.662, -2.228], [6.014, -0.622, -1.539], [4.720, -2.293, -1.014], [6.085, 0.322, -1.892], [6.811, -1.235, -1.448], [5.502, -2.738, -0.555], [3.900, -2.751, -1.384], [-6.153, -0.168, 0.866], [-6.959, 0.576, 0.359], [-6.240, -1.436, 0.804], [-5.195, 0.179, 1.575], [-7.147, -1.605, 0.395], [-5.674, -2.166, 1.212], [-4.966, 1.163, 1.591], [-4.768, -0.538, 2.143], [-0.876, -4.204, 0.446], [-0.689, -4.074, 1.634], [0.078, -4.193, -0.463], [-2.044, -4.481, -0.149], [-0.010, -4.217, -1.469], [0.955, -4.053, 0.017], [-2.865, -4.325, 0.419], [-2.077, -4.549, -1.156], [-3.173, 1.525, 3.956], [-2.978, 0.449, 3.387], [-2.276, 2.453, 4.080], [-4.281, 1.808, 4.601], [-2.470, 3.356, 4.487], [-1.378, 2.160, 3.722], [-4.397, 2.666, 5.120], [-4.942, 1.045, 4.626], [-0.894, -1.357, -5.944], [-0.193, -1.572, -4.963], [-2.189, -1.310, -5.901], [-0.471, -1.305, -7.205], [-2.703, -1.626, -5.091], [-2.625, -0.879, -6.703], [-1.063, -1.272, -8.023], [0.497, -1.488, -7.430], [1.261, 3.669, -1.117], [1.797, 2.665, -1.351], [1.396, 4.325, 0.005], [0.396, 4.316, -1.909], [2.096, 3.966, 0.639], [0.785, 5.125, 0.084], [0.298, 3.916, -2.831], [-0.149, 5.102, -1.583], [1.206, 2.983, 3.284], [1.890, 3.869, 2.824], [0.527, 2.118, 2.642], [1.036, 2.830, 4.551], [0.579, 2.122, 1.634], [0.132, 1.363, 3.185], [0.567, 1.979, 4.827], [1.608, 3.217, 5.287], [-4.789, -2.614, -3.862], [-3.668, -2.184, -4.041], [-5.393, -3.468, -4.607], [-5.690, -2.306, -2.965], [-4.917, -3.473, -5.498], [-6.201, -4.004, -4.326], [-6.604, -2.624, -3.252], [-5.624, -1.600, -2.247], [2.956, -4.031, 1.615], [2.759, -4.473, 0.475], [2.018, -3.653, 2.468], [4.056, -3.804, 2.173], [1.061, -3.784, 2.173], [2.253, -3.419, 3.422], [4.912, -3.858, 1.639], [4.112, -3.487, 3.130]], "mulliken_charge": [-1.736, 0.686, -0.469, -0.426, -0.749, 0.478, 0.517, 0.316, 0.353, 0.482, 0.616, -0.178, 0.301, 0.335, 0.264, -0.835, 0.370, -1.374, 2.040, -0.322, -0.103, 0.387, -0.105, 0.331, 0.303, -0.058, -0.455, -0.127, -0.141, -0.145, 0.077, -0.106, 0.113, -0.148, 0.200, 0.535, -1.041, -0.398, -0.837, -0.778, 0.098, 0.327, -0.611, 0.266, 0.304, 0.488, 0.320, 0.324, 0.322, 0.353, 0.222, -1.613, 0.736, -0.185, -0.456, -0.709, -0.711, 0.468, 0.317, 0.219, 0.248, 0.012, 0.290, 0.289, 0.176, 0.337, 0.244, 0.240, -1.389, 0.782, -1.270, -0.420, -0.835, 0.460, 0.187, 0.392, 0.229, 0.438, 0.562, 0.437, 0.321, 0.337, 0.307, -0.467, -0.092, 0.718, -0.633, 0.103, -0.400, -0.276, 0.068, 0.240, 0.140, 0.707, -0.670, -0.405, -0.296, 0.278, 0.165, 0.103, 0.169, 0.752, -0.772, -0.386, 0.132, 0.263, 0.174, -0.371, 0.130, 0.526, -0.840, -0.055, -0.487, 0.173, -0.176, 0.175, 0.244, 0.615, -0.718, -0.251, -0.329, 0.209, -0.228, 0.164, 0.289, 0.549, -0.574, -0.151, -0.500, 0.198, 0.272, 0.110, 0.247, 0.651, -0.529, -0.120, -0.441, -0.190, 0.138, 0.254, 0.103, 0.000, -0.717, 0.785, -0.275, -0.505, 0.587, 0.163, 0.267, 0.354, -0.477, -0.411, -0.310, 0.270, 0.175, 0.128, 0.137, 0.741, -0.816, -0.182, -0.250, 0.062, 0.177, 0.224, 0.141]}

***

No. 2
{"formula": "C30H96O38P8", "method": "wB97M-V/def2-TZVPD", "homo_lumo_gap_ha": 0.35548, "largest_force_ha_per_bohr": 0.1163, "lumo_ha": 0.007, "species": ["C", "O", "H", "H", "H", "H", "C", "O", "H", "H", "H", "H", "C", "O", "H", "H", "H", "H", "C", "O", "H", "H", "H", "H", "C", "O", "H", "H", "H", "H", "C", "O", "H", "H", "H", "H", "C", "O", "P", "O", "O", "C", "O", "C", "H", "H", "H", "H", "H", "H", "H", "H", "H", "C", "O", "P", "O", "O", "C", "O", "C", "H", "H", "H", "H", "H", "H", "H", "H", "H", "C", "O", "P", "O", "O", "C", "O", "C", "H", "H", "H", "H", "H", "H", "H", "H", "H", "C", "O", "P", "O", "O", "C", "O", "C", "H", "H", "H", "H", "H", "H", "H", "H", "H", "C", "O", "P", "O", "O", "C", "O", "C", "H", "H", "H", "H", "H", "H", "H", "H", "H", "C", "O", "P", "O", "O", "C", "O", "C", "H", "H", "H", "H", "H", "H", "H", "H", "H", "C", "O", "P", "O", "O", "C", "O", "C", "H", "H", "H", "H", "H", "H", "H", "H", "H", "C", "O", "P", "O", "O", "C", "O", "C", "H", "H", "H", "H", "H", "H", "H", "H", "H"], "positions_angstrom": [[3.200, 3.502, 4.278], [2.537, 2.332, 4.497], [4.166, 3.364, 3.791], [2.587, 4.056, 3.567], [3.343, 3.983, 5.245], [2.706, 1.803, 3.714], [0.683, 7.155, 3.261], [1.574, 8.266, 3.296], [1.093, 6.147, 3.319], [-0.095, 7.243, 4.019], [0.130, 7.256, 2.327], [1.130, 8.952, 2.792], [1.997, 8.133, -0.435], [1.885, 6.787, -0.814], [2.944, 8.354, 0.058], [1.981, 8.639, -1.401], [1.150, 8.617, 0.049], [1.160, 6.396, -0.321], [0.742, -3.344, -3.031], [1.240, -4.471, -2.289], [1.438, -2.542, -3.280], [0.387, -3.665, -4.010], [-0.044, -2.846, -2.463], [0.785, -4.512, -1.445], [5.811, 1.966, -1.191], [5.094, 3.130, -0.975], [5.950, 1.493, -0.220], [5.171, 1.285, -1.752], [6.644, 2.134, -1.874], [4.215, 2.812, -0.755], [4.012, -1.610, 3.803], [2.692, -1.144, 3.801], [4.458, -1.587, 2.809], [4.660, -0.931, 4.358], [4.133, -2.578, 4.290], [2.233, -1.616, 4.500], [-5.560, -0.152, 5.974], [-4.586, 0.177, 6.892], [-3.485, 1.231, 6.433], [-3.967, 2.487, 5.762], [-2.538, 0.363, 5.464], [-1.472, 0.907, 4.729], [-2.521, 1.389, 7.676], [-2.030, 2.678, 8.056], [-5.625, -1.221, 5.775], [-5.330, 0.080, 4.934], [-6.523, 0.308, 6.200], [-1.416, 1.920, 4.330], [-1.287, 0.244, 3.884], [-0.637, 0.863, 5.427], [-2.056, 2.840, 9.133], [-2.565, 3.462, 7.521], [-0.966, 2.726, 7.825], [4.551, -3.450, 0.753], [5.026, -4.289, -0.335], [6.230, -3.735, -1.263], [7.598, -3.480, -0.610], [6.239, -4.726, -2.531], [7.341, -4.890, -3.366], [5.591, -2.444, -1.933], [4.263, -2.478, -2.538], [5.071, -3.670, 1.685], [3.471, -3.324, 0.836], [4.829, -2.424, 0.511], [7.151, -4.613, -4.403], [7.662, -5.930, -3.305], [8.233, -4.330, -3.087], [4.277, -2.354, -3.621], [3.731, -1.613, -2.142], [3.593, -3.313, -2.332], [1.278, -4.486, -8.629], [2.483, -3.935, -8.332], [2.968, -3.757, -6.752], [4.319, -3.240, -6.615], [1.784, -2.714, -6.182], [2.018, -1.321, -6.271], [2.681, -5.227, -6.069], [3.359, -5.859, -5.012], [1.407, -5.456, -9.110], [0.839, -3.882, -9.423], [0.557, -4.606, -7.821], [1.678, -1.076, -7.277], [3.039, -0.994, -6.073], [1.407, -0.793, -5.539], [3.696, -6.847, -5.328], [2.586, -6.119, -4.289], [4.151, -5.202, -4.654], [-1.534, -3.020, 2.705], [-0.433, -3.835, 3.042], [0.103, -5.062, 2.121], [0.855, -4.609, 0.892], [1.055, -5.913, 3.202], [2.359, -5.380, 3.307], [-1.233, -5.970, 1.799], [-1.962, -6.523, 2.790], [-1.846, -2.209, 3.363], [-2.403, -3.673, 2.627], [-1.389, -2.427, 1.802], [3.017, -6.117, 3.767], [2.433, -4.482, 3.921], [2.688, -5.328, 2.269], [-2.016, -7.600, 2.632], [-2.931, -6.056, 2.611], [-1.607, -6.352, 3.806], [-4.956, 2.342, 2.509], [-5.142, 2.898, 1.201], [-5.640, 2.039, -0.054], [-6.777, 1.151, 0.162], [-5.847, 3.168, -1.189], [-6.266, 2.814, -2.526], [-4.337, 1.205, -0.451], [-3.050, 1.805, -0.479], [-5.055, 1.261, 2.403], [-5.715, 2.747, 3.179], [-4.034, 2.570, 3.043], [-7.321, 3.058, -2.648], [-6.068, 1.773, -2.782], [-5.642, 3.459, -3.145], [-2.298, 1.196, 0.022], [-3.035, 2.816, -0.071], [-2.628, 2.032, -1.458], [-0.025, 0.251, -2.387], [-0.222, 1.227, -1.520], [0.636, 1.386, -0.147], [2.097, 1.449, -0.336], [0.052, 0.197, 0.846], [0.748, -1.027, 0.867], [-0.201, 2.551, 0.656], [0.380, 3.226, 1.762], [0.925, -0.272, -2.277], [-0.028, 0.685, -3.387], [-0.873, -0.431, -2.460], [0.107, -1.859, 0.574], [0.957, -1.092, 1.934], [1.711, -1.064, 0.359], [0.925, 4.117, 1.452], [1.007, 2.493, 2.271], [-0.299, 3.560, 2.546], [-3.356, 5.506, -2.936], [-2.555, 5.197, -1.789], [-1.341, 6.232, -1.371], [-0.607, 5.912, -0.078], [-1.987, 7.695, -1.269], [-3.001, 7.852, -0.368], [-0.370, 6.261, -2.724], [0.334, 5.100, -3.184], [-2.933, 4.878, -3.720], [-3.329, 6.575, -3.146], [-4.406, 5.271, -2.761], [-2.725, 8.458, 0.495], [-3.469, 6.932, -0.017], [-3.726, 8.490, -0.872], [-0.417, 4.552, -3.754], [0.710, 4.501, -2.354], [1.186, 5.244, -3.848], [-3.470, -3.451, -3.308], [-4.044, -3.258, -2.029], [-3.064, -3.300, -0.750], [-1.897, -2.444, -0.798], [-4.174, -2.963, 0.431], [-4.490, -1.555, 0.644], [-2.710, -4.941, -0.506], [-3.785, -5.897, -0.573], [-3.495, -2.605, -3.994], [-4.066, -4.167, -3.874], [-2.541, -3.995, -3.479], [-4.883, -1.372, 1.644], [-5.206, -1.139, -0.065], [-3.564, -0.980, 0.628], [-3.634, -6.537, -1.442], [-4.758, -5.461, -0.802], [-3.807, -6.445, 0.368]], "mulliken_charge": [-0.358, -0.400, 0.302, -0.003, 0.252, 0.153, 0.152, -0.529, -0.120, 0.338, -0.146, 0.330, -0.639, -0.355, 0.246, 0.311, 0.174, 0.253, 0.539, -0.524, -0.238, 0.161, -0.332, 0.301, -0.430, -0.552, 0.234, 0.095, 0.317, 0.316, -0.590, -0.262, 0.093, 0.326, 0.274, 0.214, -0.364, -0.352, 1.049, -0.678, -0.173, -0.618, -0.379, -0.666, 0.334, -0.110, 0.298, 0.359, 0.042, 0.462, 0.241, 0.327, 0.254, -1.156, -0.307, 1.084, -0.741, -0.250, -0.845, -0.433, -0.875, 0.388, 0.418, 0.537, 0.261, 0.317, 0.362, 0.538, 0.174, 0.497, -0.667, -0.421, 1.138, -0.731, -0.057, -0.658, -0.372, -0.312, 0.277, 0.280, 0.256, 0.318, 0.366, 0.062, 0.304, 0.173, 0.102, -0.106, -0.271, 0.655, -0.163, -0.478, -0.591, -0.211, -0.832, 0.320, 0.216, -0.210, 0.342, 0.155, 0.217, 0.255, 0.292, 0.349, -0.519, -0.359, 0.906, -0.773, -0.314, -0.610, 0.059, -0.116, 0.051, 0.351, 0.306, 0.291, 0.289, 0.179, -0.266, 0.354, 0.257, -0.670, 0.142, -0.240, -0.459, 0.606, -0.740, -0.101, -0.430, 0.102, 0.406, 0.217, -0.175, 0.159, 0.485, 0.053, 0.115, 0.384, -0.773, 0.344, 0.616, -0.355, -0.372, -0.784, -0.423, -0.582, 0.298, 0.402, 0.058, 0.291, 0.300, 0.274, 0.194, 0.201, 0.349, -0.794, -0.261, 0.108, 0.714, -0.520, -0.509, -0.160, -0.833, 0.364, 0.353, 0.229, 0.301, 0.410, -0.063, 0.273, 0.339, 0.175]}

***

So what do the calculations give for energy above the lowest of the compared OMol25 structures with the same formula, charge and spin? Going down the list: 206.90 48.86 kcal/mol.
So what do the calculations give for electronic energy? Going down the list: -100615.25621 -184792.91536 eV.
So what do the calculations give for HOMO? Going down the list: -0.2658 -0.3488 Ha.